DFT (ωB97M-V with the def2-TZVPD basis set) results for a gas-phase ion, C8H12N5 (charge +1).

## Properties
Kohn-Sham gap (eV): 6.2
Net charge: +1
E (a.u.): -585.387841
Energy relative to the best compared isomer or geometry (same formula, charge and spin) (kJ/mol): 502.61
Structure (SMILES): C[N@@+]1(N)C=C(/C(N)=C\C=C=N)C=N1
Highest occupied orbital energy (eV): -10.79

CARTESIAN COORDINATES (ANGSTROEM)
C 2.9380 0.2102 0.8469
N 1.7739 -0.4556 0.1206
N 1.8821 -1.8031 0.2034
C 0.4413 -0.0042 0.8118
C -0.2553 0.6738 -0.1185
C -1.6104 1.2561 -0.0196
N -1.7083 2.6348 0.2154
C -2.6724 0.4595 0.2674
C -2.6419 -0.9791 0.1283
C -1.7090 -1.5154 -0.6309
N -0.8778 -2.0540 -1.2877
C 0.5984 0.7558 -1.2527
N 1.7442 0.1225 -1.1432
H 2.5221 0.5495 1.8365
H 3.8001 -0.3952 0.9464
H 3.1322 1.1535 0.2472
H 1.0505 -2.2334 -0.2374
H 2.6660 -2.1080 -0.3266
H 0.2630 -0.2906 1.8582
H -2.5068 3.0700 0.4896
H -0.8435 3.0696 0.2569
H -3.6960 0.8391 0.7161
H -3.4915 -1.6408 0.4740
H -1.1233 -2.4315 -2.1782
H 0.3244 1.1166 -2.2238

Atomic forces in eV per Å
-1.7 3.1 0.6
-1.1 3.1 3.1
-1.1 -2.7 0.0
0.4 0.0 -0.6
0.0 0.0 1.6
-2.0 0.4 2.4
2.6 -3.0 -1.9
-1.8 0.5 0.8
-0.7 -0.9 -0.3
-3.0 0.3 1.4
2.5 -1.4 -0.5
2.7 -1.7 -1.4
-2.1 1.0 -2.5
0.9 -0.7 -0.9
0.5 -0.8 -0.1
0.1 -1.3 0.8
0.2 0.3 0.2
1.0 -0.2 -0.5
0.2 0.0 -0.8
-2.5 1.2 0.8
1.2 1.5 0.3
2.4 -0.3 -1.3
1.4 0.8 -0.1
-0.1 0.0 -1.0
0.0 0.6 -0.2

These are the Mulliken partial charges, in e, on atoms 1 to 6: C -0.646; N 1.373; N -0.861; C -0.189; C -0.036; C 0.317

=====

DFT (ωB97M-V with the def2-TZVPD basis set) results for 2 unconnected molecules or ions with the total composition C8H12N5S.

## Properties
Kohn-Sham gap (eV): 7.0
Net charge: +1
E (a.u.): -983.736412
Energy relative to the best compared isomer or geometry (same formula, charge and spin) (kJ/mol): 53.99
Highest occupied orbital energy (eV): -10.83

CARTESIAN COORDINATES (ANGSTROEM)
C -0.9536 0.0418 1.1115
C -1.3708 -1.2216 1.5578
C -1.7301 0.3617 0.0132
C -2.3989 -1.6179 0.7355
C 2.4720 -0.9902 -0.3282
C 2.5283 1.3759 0.1486
C 0.7006 0.4627 -1.1530
C -3.6037 -0.7088 -1.2252
N -2.5943 -0.6591 -0.2025
N 3.0714 0.1558 0.2282
N 1.3185 -0.7175 -1.0248
N 1.3642 1.4944 -0.5110
N 3.1324 2.4305 0.6776
S 3.1490 -2.4494 -0.1511
H -0.2124 0.6619 1.5794
H -0.9821 -1.7657 2.3952
H -1.7785 1.2500 -0.5819
H -2.9782 -2.5168 0.7563
H -3.4966 -1.6165 -1.8218
H -4.5999 -0.7052 -0.7784
H -3.5062 0.1565 -1.8761
H 3.9582 -0.0052 0.6944
H 0.8753 -1.5125 -1.4737
H 0.9153 2.4004 -0.5783
H 4.0113 2.3534 1.1658
H 2.7089 3.3413 0.6425

Atomic forces in eV per Å
-0.2 0.3 -0.2
-0.2 -0.3 0.0
0.0 0.2 0.5
0.5 -0.3 0.4
0.6 -0.8 0.3
0.3 0.2 0.2
-0.3 0.1 -0.8
-0.4 -0.1 -0.3
0.1 0.2 0.0
-0.4 0.2 -0.1
0.1 0.4 0.0
0.1 -0.2 0.1
0.0 -0.3 0.0
-0.2 0.3 0.0
0.1 0.2 0.1
0.0 -0.1 0.2
0.0 0.1 -0.2
-0.2 -0.2 -0.1
0.0 0.1 0.0
0.1 0.0 -0.1
0.0 0.0 0.0
-0.1 0.0 0.0
0.1 0.1 0.1
0.2 -0.1 0.0
0.0 0.0 0.0
-0.1 0.1 0.0

These are the Mulliken partial charges, in e, on atoms 1 to 6: C -0.357; C -0.657; C -0.328; C -0.569; C 0.112; C 0.765

=====

DFT (ωB97M-V with the def2-TZVPD basis set) results for 2 unconnected molecules or ions with the total composition C8H12NO2.

## Properties
Kohn-Sham gap (eV): 9.4
Net charge: +1
E (a.u.): -516.922959
Energy relative to the best compared isomer or geometry (same formula, charge and spin) (kJ/mol): 186.51
Highest occupied orbital energy (eV): -12.77

CARTESIAN COORDINATES (ANGSTROEM)
C -2.3804 0.1939 1.9165
C -1.6730 -1.0018 1.9823
C -2.1024 1.0949 0.9385
C -0.6089 -1.1817 1.1183
C -1.0873 0.9267 0.0284
C -0.3677 -0.2444 0.1379
C -0.8871 1.8655 -1.1602
C 1.3890 -0.5733 -0.9263
N 2.5926 -0.3454 0.0216
O 1.6094 -1.9344 -1.1696
O 1.6598 0.1165 -2.1121
H -3.0478 0.3027 2.6913
H -1.7675 -1.7127 2.6886
H -2.5900 1.9832 0.8722
H -0.1085 -2.1034 1.3396
H -0.9501 3.0110 -0.8486
H 0.1371 1.5824 -1.5896
H -1.5720 1.7494 -1.9508
H 3.4439 -0.6989 -0.4032
H 2.5912 -0.9293 0.8150
H 2.6276 0.6219 0.3516
H 1.1477 -2.3032 -1.8713
H 1.9444 -0.4195 -2.8701

Atomic forces in eV per Å
1.2 -1.9 -0.1
0.9 2.9 -2.5
0.8 -0.9 0.2
0.0 -0.5 -0.1
0.5 -0.1 -2.1
3.3 -0.4 -1.1
2.6 1.7 1.6
-1.5 -1.5 -0.8
-0.5 1.0 -0.6
1.3 1.2 3.0
-0.7 0.9 1.4
-1.8 0.9 1.2
-0.9 -2.1 2.4
-1.7 2.4 0.0
0.9 -0.2 -0.7
0.4 -2.5 -0.6
-1.5 1.1 0.5
-1.1 -0.5 -0.7
0.4 0.7 -0.9
-1.1 -1.0 1.7
0.3 0.0 -0.3
-1.9 -0.8 -2.0
0.0 -0.3 0.6

These are the Mulliken partial charges, in e, on atoms 1 to 6: C -0.627; C -0.729; C -0.545; C -0.533; C 0.591; C 0.679

=====

DFT (ωB97M-V with the def2-TZVPD basis set) results for 2 unconnected molecules or ions with the total composition C8H12NO2.

## Properties
Kohn-Sham gap (alpha / beta) (eV): 8.5 / 8.5
Net charge: +1
E (a.u.): -516.794977
Energy relative to the best compared isomer or geometry (same formula, charge and spin) (kJ/mol): 522.53
Highest occupied orbital energy (alpha / beta) (eV): -13.24 / -13.24

CARTESIAN COORDINATES (ANGSTROEM)
C 3.5901 0.1846 1.1063
C 2.8845 -0.3879 0.1263
C -0.6370 0.6519 0.7442
C 0.5029 -1.4285 -0.3713
C 1.5176 -0.6428 0.4648
C 0.2723 0.0649 -0.1768
C 0.2604 0.9461 -1.4782
C -3.8261 0.4139 0.3061
N -2.6963 -0.4053 0.1086
O -1.1562 1.4661 1.4060
O -2.6031 -1.3515 -0.6934
H 4.6936 0.2965 1.1996
H 3.1714 0.2918 2.0938
H 3.2402 -0.6803 -0.8405
H 0.9122 -1.7940 -1.3154
H -0.2011 -2.1778 0.1103
H 1.3926 -0.5760 1.5376
H 0.8634 1.8822 -1.3725
H -0.8134 1.1882 -1.6668
H 0.6251 0.1402 -2.1934
H -4.5715 0.0335 -0.3468
H -3.3775 1.3482 -0.0492
H -4.0442 0.5360 1.3007

Atomic forces in eV per Å
1.9 -1.0 0.3
1.0 1.1 0.4
-1.9 2.5 1.6
0.0 -1.0 2.5
-2.5 -0.7 0.2
-0.3 0.6 -1.1
0.0 -1.0 0.4
0.6 -0.4 -3.4
3.8 -3.5 -1.1
2.3 -3.0 -2.1
-1.7 3.2 2.2
-0.9 0.2 -1.0
-0.6 0.3 0.1
0.4 0.1 -0.3
-0.4 0.6 0.0
1.1 1.2 -0.5
-0.3 -0.7 0.1
-0.4 -1.0 -0.3
1.0 -0.1 -0.4
-0.4 1.9 0.2
-1.4 0.2 -0.3
-0.6 0.4 0.0
-0.6 0.1 2.5

These are the Mulliken partial charges, in e, on atoms 1 to 6: C -0.820; C -0.202; C 0.049; C -1.103; C 0.085; C 1.443

=====

DFT (ωB97M-V with the def2-TZVPD basis set) results for a gas-phase ion, C8H12NO3 (charge +1).

## Properties
Kohn-Sham gap (eV): 7.9
Net charge: +1
E (a.u.): -592.152004
Energy relative to the best compared isomer or geometry (same formula, charge and spin) (kJ/mol): 194.05
Highest occupied orbital energy (eV): -14.02

CARTESIAN COORDINATES (ANGSTROEM)
C 3.2959 1.0234 -0.0235
C 2.1736 -1.2929 -0.0868
C 3.9754 0.1548 0.8821
C -0.3173 -1.0233 0.2388
C -1.4341 1.1981 0.7138
C -1.5031 -1.8318 -0.3475
C -0.0306 0.9064 -1.3609
C -0.5843 0.3843 -0.1362
N 2.5410 -0.0610 0.4898
O 3.0614 1.9218 -0.7506
O 2.9779 -2.1291 -0.3467
O 0.8671 -1.5366 -0.3695
H 4.1251 0.4238 1.9195
H 4.6936 -0.5527 0.4766
H -0.2602 -1.1554 1.3274
H -0.7848 1.9126 1.2371
H -1.9607 0.6263 1.4750
H -2.1192 1.8235 0.1415
H -2.1716 -2.1693 0.4361
H -2.0692 -1.2689 -1.0848
H -1.0602 -2.6945 -0.8422
H -0.6484 1.6733 -1.8254
H 0.2445 0.1161 -2.0616
H 0.9252 1.4198 -1.1318

Atomic forces in eV per Å
-1.2 0.0 -0.4
0.8 -0.1 0.0
0.7 -0.3 0.4
1.2 0.4 0.3
-0.5 -0.1 0.2
0.0 0.0 0.0
0.1 0.0 -0.5
0.2 -0.2 0.1
-1.0 -0.3 0.7
0.4 0.3 -0.3
-0.1 -0.2 0.0
-0.4 0.0 -0.4
0.0 0.1 0.0
0.0 0.0 -0.1
-0.1 0.1 -0.2
0.2 0.0 0.0
0.0 0.0 0.0
0.0 0.0 -0.1
-0.1 0.1 0.1
-0.1 0.0 -0.1
0.0 0.0 0.0
-0.1 0.0 0.1
0.0 0.0 0.0
0.1 -0.1 0.2

These are the Mulliken partial charges, in e, on atoms 1 to 6: C 0.484; C 0.470; C -0.353; C 0.424; C -1.271; C -1.277

=====

DFT (ωB97M-V with the def2-TZVPD basis set) results for 2 unconnected molecules or ions with the total composition C8H12NO3S.

## Properties
Kohn-Sham gap (eV): 7.1
Net charge: -1
E (a.u.): -990.687665
Energy relative to the best compared isomer or geometry (same formula, charge and spin) (kJ/mol): 213.67
Highest occupied orbital energy (eV): -3.54

CARTESIAN COORDINATES (ANGSTROEM)
C -0.3109 0.1727 -1.5368
C -1.1032 -0.9965 3.0672
C -1.5935 -0.6732 -1.6983
C -0.3224 -1.5155 -0.0948
C 0.5546 0.0523 -2.7882
C 1.3353 -0.3364 3.3489
C -0.0193 0.7540 1.6726
C 0.0030 -0.1839 2.6461
N 0.2848 -0.3975 -0.3228
O -1.0758 -1.6420 4.1324
O -2.1956 -0.7577 2.2964
O -1.4448 -1.7305 -0.7471
S 0.0825 -2.6244 1.0688
H -2.6310 -0.2136 -1.5891
H -1.6710 -0.9935 -2.7663
H 1.2706 -0.7723 -2.7136
H 1.0747 0.9104 -3.0165
H -0.0651 -0.3727 -3.6501
H 1.0266 -0.8399 4.2459
H 2.0308 -0.9787 2.7280
H 1.9494 0.4950 3.5366
H -1.0828 0.9342 1.4410
H 0.8457 1.2769 1.4053
H -0.6538 1.1717 -1.3799
H -2.8747 -1.3826 2.6009

Atomic forces in eV per Å
-1.1 -1.0 0.4
0.5 0.2 2.1
-1.6 0.0 -1.0
1.5 0.4 1.4
-1.4 -3.1 -0.5
-0.3 -2.9 -1.1
-3.6 -1.6 1.7
3.1 2.1 -0.6
0.9 0.4 -1.5
-1.1 0.6 -2.1
-0.7 -0.9 0.7
-2.4 -0.2 -2.5
0.6 -1.3 0.6
1.4 0.0 0.6
0.3 -0.7 0.8
0.2 0.2 0.6
1.1 2.0 -0.8
0.6 1.3 0.7
0.8 -0.4 0.8
-0.9 0.1 0.7
0.0 1.7 0.4
1.0 0.8 -1.1
0.7 0.9 -0.4
0.3 1.1 0.2
0.1 0.2 -0.1

These are the Mulliken partial charges, in e, on atoms 1 to 6: C 0.436; C 0.366; C -0.540; C 0.304; C -1.377; C -1.515

=====

DFT (ωB97M-V with the def2-TZVPD basis set) results for a molecular structure, C8H12NS.

## Properties
Kohn-Sham gap (alpha / beta) (eV): 7.1 / 7.1
Net charge: +1
E (a.u.): -764.639729
Energy relative to the best compared isomer or geometry (same formula, charge and spin) (kJ/mol): 189.68
Highest occupied orbital energy (alpha / beta) (eV): -11.74 / -11.74

CARTESIAN COORDINATES (ANGSTROEM)
C -1.1888 0.1258 1.7585
C -2.2223 -0.6589 2.1269
C -0.9561 -1.6247 0.1657
C -0.4262 -0.2691 0.6391
C 1.5709 -0.3214 -0.9230
C 0.7839 0.5407 -1.7734
C 0.7342 0.3990 0.1514
C 1.2859 1.6395 0.7828
N -0.2032 0.0583 -2.5664
S -2.5440 -1.9919 1.1285
H -0.8130 0.9798 2.1477
H -2.8385 -0.5165 2.8923
H -0.2763 -2.3624 0.4898
H 1.3516 -1.2909 -0.9728
H 2.6082 -0.2412 -0.6309
H 1.0859 1.6133 -1.8524
H 1.7343 1.6075 1.8129
H 0.4114 2.3718 0.6618
H 2.1725 1.9639 0.3355
H -0.8550 0.7193 -2.8803
H -1.1354 -1.8014 -0.8656
H -0.2801 -0.9406 -2.6282

Atomic forces in eV per Å
0.3 -1.2 -1.2
2.2 -0.4 -3.1
-1.2 1.0 1.0
0.7 -0.7 -1.2
0.6 3.1 1.4
0.3 0.6 -0.3
-1.5 -1.9 0.8
-2.1 0.6 1.0
2.5 0.2 1.5
1.3 0.0 -0.8
0.3 2.6 2.1
-2.4 0.8 3.2
0.9 -1.0 0.5
-1.0 -4.0 -0.5
0.3 0.7 -0.8
-0.6 -1.0 0.0
-1.4 -0.5 -0.4
1.8 -0.3 0.7
1.0 0.8 -1.7
-1.2 0.3 -0.8
-0.2 0.2 -1.0
-0.5 0.1 -0.4

These are the Mulliken partial charges, in e, on atoms 1 to 6: C -1.148; C -0.368; C -0.962; C 0.713; C -1.192; C 0.020

=====

DFT (ωB97M-V with the def2-TZVPD basis set) results for C8H12O in the gas phase.

## Properties
Kohn-Sham gap (eV): 8.7
E (a.u.): -387.166928
Energy relative to the best compared isomer or geometry (same formula, charge and spin) (kJ/mol): 252.13
Structure (SMILES): C=C1CC(O)=CC[C@@H]1C
Highest occupied orbital energy (eV): -7.85

CARTESIAN COORDINATES (ANGSTROEM)
C 1.3910 -1.8204 -0.3461
C 0.4998 -0.9464 0.1288
C -0.7226 -1.3704 0.8881
C -1.5474 -0.4550 0.0467
O -2.6995 -1.0283 -0.4316
C -1.4151 0.8914 0.1959
C -0.2262 1.4394 0.9186
C 0.9313 0.6773 0.2857
C 1.3140 1.2335 -1.0765
H 2.4536 -1.6407 -0.2845
H 1.0887 -2.7821 -0.7347
H -0.9883 -2.4071 0.6854
H -0.7062 -1.1877 1.9637
H -2.9730 -0.6683 -1.2852
H -2.0355 1.5593 -0.3867
H -0.1364 2.5165 0.7748
H -0.2798 1.2470 1.9938
H 1.7961 0.6405 0.9492
H 1.7707 2.2191 -0.9803
H 2.0360 0.5832 -1.5712
H 0.4486 1.2992 -1.7338

Atomic forces in eV per Å
-0.1 0.1 -0.1
3.2 1.4 2.1
-0.4 0.5 -2.6
-3.1 2.0 2.7
0.1 -0.6 -1.0
-0.3 -0.8 -0.9
-0.1 -0.6 -0.5
0.2 -2.7 0.3
0.3 -0.2 0.0
0.2 0.6 -1.1
0.0 -0.5 0.7
0.1 0.0 0.1
0.2 0.3 -0.2
0.1 0.2 0.2
-0.3 0.0 0.1
0.1 0.0 0.0
0.0 0.0 0.0
0.2 0.2 0.0
-0.1 0.1 0.0
0.0 0.0 0.1
-0.1 0.1 0.0

These are the Mulliken partial charges, in e, on atoms 1 to 6: C -1.031; C 0.233; C -0.588; C 0.718; O -0.535; C -0.678

=====

Question: Which value of energy relative to the best compared isomer or geometry (same formula, charge and spin) does entry 5 give?
Answer: 194.05 kJ/mol